# 1
# C5H6O3

A single C5H6O3 molecule (ωB97M-V/def2-TZVPD, the OMol25 dataset).

Each line ends with the natural charge from an NBO analysis.
Element x y z (Å)
O -1.80097 -0.20674 0.36439  -0.4782
O -0.18163 1.67666 0.55238  -0.5305
O 1.27051 0.54388 -0.52552  -0.5234
C -0.54926 0.49479 0.17007  0.3575
C -0.21307 -1.73622 -0.36486  -0.3949
C 0.54855 -0.41608 0.29083  0.0324
C 1.23625 1.75427 0.03793  0.2515
C -1.58906 -1.43907 -0.14147  0.1460
H 1.19639 -0.66309 1.13078  0.2088
H -0.75271 0.48891 -0.89437  0.1378
H -2.51789 -2.15882 -0.37545  0.2271
H 1.62195 2.61204 -0.58725  0.1803
H 1.80954 1.97036 0.85465  0.1382
H -0.07858 -2.92090 -0.51214  0.2473

Summary:
- DFT total energy: -419.62336 hartree
- Frontier orbital gap: 10.025 eV
- ΔE to the lowest compared entry with this formula, charge and spin: 567.2 kJ/mol
- E_LUMO: 1.001 eV
- Net charge: 0
- Structure (SMILES): C1=C[C@H]2OCO[C@@H]2O1

---

# 2
# C5H6O4

A single C5H6O4 molecule (ωB97M-V/def2-TZVPD, the OMol25 dataset).

Each line ends with the natural charge from an NBO analysis.
Element x y z (Å)
O 1.29134 1.38071 0.68865  -0.5289
O -1.40432 -1.30329 1.52269  -0.4932
O -0.97915 1.15356 0.48523  -0.5149
O 0.19817 2.49487 -0.87646  -0.5320
C 2.17225 -0.61903 -0.33538  -0.4993
C -1.55562 0.16790 -0.36319  -0.1762
C 1.47922 -0.00152 0.66456  0.1507
C 0.15369 1.71074 0.01355  0.9989
C -1.75446 -1.13017 0.38818  0.4089
H 1.08309 -0.58848 1.48780  0.2024
H -2.21425 -1.95731 -0.18413  0.1182
H -0.84725 -0.07432 -1.16237  0.2123
H -2.47833 0.50409 -0.83516  0.2186
H 3.21569 -0.40504 -0.53722  0.2210
H 1.63993 -1.33269 -0.95676  0.2134

Summary:
- DFT total energy: -494.94196 hartree
- Frontier orbital gap: 8.656 eV
- ΔE to the lowest compared entry with this formula, charge and spin: 427.3 kJ/mol
- E_LUMO: -0.278 eV
- Net charge: 0
- Structure (SMILES): C=COC(=O)OCC=O